(i)
Below is a structure of composition C5H15N3, with properties calculated with the ωB97M-V functional and the def2-TZVPD basis.

Kohn-Sham gap, eV: 5.659
E_LUMO, eV: 0.3

The geometry in ORCA input format:
```
! RIJCOSX wB97M-V def2-TZVPD def2/J DEFGRID3
* xyz 0 1
C -0.3292 -0.7076 -2.5649
C -1.0742 -1.2739 0.6280
N 0.0054 0.1875 -1.4498
C -1.1999 0.1279 0.0507
C -2.4574 0.6217 -0.3225
H -0.0388 1.1584 -1.7553
H 0.3607 -0.5858 -3.4072
H -0.2798 -1.7367 -2.2158
H -1.3468 -0.4949 -2.8895
H -0.0493 -1.6455 0.5651
H -1.3527 -1.2455 1.6809
H -1.7185 -1.9770 0.0986
H -3.3415 0.4876 0.2821
H -2.5683 1.3405 -1.1207
C 1.9927 1.0874 2.3930
N 1.8720 1.0418 0.9543
N 2.3267 0.0777 0.3252
H -0.5714 0.8151 0.6301
H 0.9579 0.0028 -1.0933
H 2.7565 -0.6630 0.9217
H 2.6553 1.9181 2.6504
H 1.0148 1.3098 2.8174
H 2.3860 0.1537 2.8215
*
```

natural (NBO) atomic charge list, values in e, 2 entries:
1. C -0.425
2. C -0.670

***

(ii)
Below is a cluster of 3 separate species, C5H15N3 in total, with properties calculated with the ωB97M-V functional and the def2-TZVPD basis.

Kohn-Sham gap, eV: 9.773
E_LUMO, eV: 0.7

The geometry in ORCA input format:
```
! RIJCOSX wB97M-V def2-TZVPD def2/J DEFGRID3
* xyz 0 1
H -1.6433 -1.0698 0.5544
N -1.7428 -1.8730 -0.0959
N -1.8285 -1.4402 -1.2507
H -1.9311 -2.2322 -1.9126
C -1.5737 1.3189 0.6177
C -0.2527 1.3939 0.6609
C 0.5181 1.4415 1.9458
C 0.5962 1.4443 -0.5837
N -0.1446 1.0814 -1.7768
H -2.1014 1.3048 -0.3190
H -2.1673 1.2957 1.5179
H -0.1517 1.4429 2.8017
H 1.1343 2.3393 1.9808
H 1.1835 0.5811 2.0227
H 0.9423 2.4739 -0.7201
H 1.4964 0.8260 -0.4170
H 0.4596 1.1152 -2.5949
H -0.5425 0.1447 -1.6978
C 1.5457 -2.3148 -0.1448
H 1.1290 -1.4534 -0.6476
H 1.0734 -2.4542 0.8097
H 1.3931 -3.1993 -0.7521
H 2.6080 -2.1667 0.0013
*
```

natural (NBO) atomic charge list, values in e, 2 entries:
1. H 0.326
2. N -0.290

***

Of them, (ii) has the highest stability.

***

(i)
Below is a cluster of 3 separate species, C5H15N3 in total, with properties calculated with the ωB97M-V functional and the def2-TZVPD basis.

Kohn-Sham gap, eV: 7.502
E_LUMO, eV: 0.7

The geometry in ORCA input format:
```
! RIJCOSX wB97M-V def2-TZVPD def2/J DEFGRID3
* xyz 0 1
C -1.6314 -1.0384 -0.0687
C -0.7604 -2.0508 -0.7367
N -1.9899 0.0464 -0.7275
N -2.9269 0.8416 -0.3264
H -2.9490 1.6671 -0.9277
H 0.0540 -0.0732 0.9954
H -2.2624 -1.3462 0.7540
H -1.3464 -2.8292 -1.2369
H -0.1226 -2.5450 -0.0030
H -0.1200 -1.5691 -1.4776
C 0.3479 2.1554 -0.4380
C 0.9883 0.0083 1.6413
C 2.2389 -0.3722 0.8632
N 0.2339 1.4633 -1.4948
H 1.0659 1.3905 -2.0730
H -1.1076 0.4743 -1.3275
H 1.2315 2.7318 -0.1598
H -0.5302 2.2456 0.1838
H 1.1202 0.9537 2.1637
H 0.7859 -0.7373 2.4092
H 2.0696 -1.2748 0.2779
H 3.0773 -0.5610 1.5343
H 2.5332 0.4192 0.1746
*
```

natural (NBO) atomic charge list, values in e, 2 entries:
1. C -0.098
2. C -0.646

***

(ii)
Below is a cluster of 2 separate species, C5H15N3 in total, with properties calculated with the ωB97M-V functional and the def2-TZVPD basis.

Kohn-Sham gap, eV: 9.339
E_LUMO, eV: 0.8

The geometry in ORCA input format:
```
! RIJCOSX wB97M-V def2-TZVPD def2/J DEFGRID3
* xyz 0 1
H 0.7015 -1.7372 1.8417
N 0.8938 -0.9637 1.2121
C 0.4543 -1.1290 0.0027
C -0.5262 -2.1901 -0.3951
C 0.6376 0.0783 -0.8422
C 0.1026 0.0084 -2.2638
N 2.0391 0.4951 -0.8494
H -0.2417 -2.6283 -1.3512
H -1.5266 -1.7722 -0.5126
H -0.5755 -2.9704 0.3640
H 0.0480 0.8456 -0.1887
H -0.9591 -0.2316 -2.2882
H 0.6465 -0.7377 -2.8411
H 0.2592 0.9670 -2.7556
H 2.1104 1.4996 -0.9714
H 2.4583 0.2611 0.0445
C -0.3783 1.5204 1.8146
N -1.7804 1.2001 1.5710
H 0.2661 0.3738 1.7115
H -0.0341 2.4489 1.3398
H -0.2466 1.6939 2.8845
H -1.9455 1.0329 0.5854
H -2.4036 1.9352 1.8876
*
```

natural (NBO) atomic charge list, values in e, 2 entries:
1. H 0.356
2. N -0.679

***

Of them, (ii) has the highest stability.

***

(i)
Below is the molecule C21H30ClN3O3S, with properties calculated with the ωB97M-V functional and the def2-TZVPD basis.

Kohn-Sham gap, eV: 9.323
E_LUMO, eV: 0.7

The geometry in ORCA input format:
```
! RIJCOSX wB97M-V def2-TZVPD def2/J DEFGRID3
* xyz 0 1
C -4.0395 -2.8192 -0.9720
C -2.7148 -2.1197 -0.7045
C -2.7714 -0.6161 -0.9975
C -1.3649 -0.0287 -0.8607
O -0.5134 -0.3578 -1.6730
N -1.1242 0.8017 0.1732
C 0.2341 1.2715 0.4296
C 0.4709 2.5572 -0.3601
C 1.8986 3.1117 -0.3889
C 2.9994 2.0745 -0.6531
C 3.6887 1.5236 0.5946
N 2.8352 0.7843 1.5146
C 2.8154 -0.5677 1.6242
O 2.1058 -1.1464 2.4276
C 3.6701 -1.3403 0.6609
S 3.0499 -1.8558 -0.8549
C 4.5208 -2.6506 -1.2733
C 4.6607 -3.3736 -2.5739
C 5.4426 -2.5219 -0.2838
C 4.9456 -1.7678 0.8173
Cl 5.8978 -1.3976 2.2088
C 1.9059 1.5231 2.3607
C 0.4414 1.3560 1.9363
N -3.8310 0.0793 -0.2712
C -4.9807 0.6035 -0.9978
C -5.8062 1.3006 0.0886
C -5.4290 0.5455 1.3645
C -4.0451 0.0008 1.0694
O -3.2415 -0.4220 1.8835
H -3.9504 -3.8910 -0.7951
H -4.8308 -2.4488 -0.3164
H -4.3630 -2.6769 -2.0061
H -2.4124 -2.2697 0.3324
H -1.9277 -2.5319 -1.3369
H -3.0158 -0.4807 -2.0527
H -1.7802 0.7944 0.9402
H 0.8948 0.4993 0.0293
H 0.1684 2.3426 -1.3884
H -0.2139 3.3261 0.0133
H 1.9282 3.8624 -1.1813
H 2.1235 3.6587 0.5309
H 2.6041 1.2479 -1.2516
H 3.7886 2.5341 -1.2539
H 4.5100 0.8756 0.2959
H 4.1307 2.3534 1.1558
H 5.6594 -3.8010 -2.6516
H 3.9374 -4.1854 -2.6584
H 4.5106 -2.7043 -3.4219
H 6.4368 -2.9427 -0.3219
H 2.0102 1.1709 3.3874
H 2.2131 2.5666 2.3350
H -0.1439 2.1821 2.3550
H 0.0631 0.4318 2.3746
H -4.6560 1.2887 -1.7820
H -5.5372 -0.2128 -1.4720
H -5.4961 2.3428 0.1687
H -6.8713 1.2819 -0.1310
H -5.4201 1.1509 2.2674
H -6.0811 -0.3131 1.5463
*
```

natural (NBO) atomic charge list, values in e, 2 entries:
1. C -0.607
2. C -0.409

***

(ii)
Below is the molecule C21H30ClN3O3S, with properties calculated with the ωB97M-V functional and the def2-TZVPD basis.

Kohn-Sham gap, eV: 9.300
E_LUMO, eV: 0.6

The geometry in ORCA input format:
```
! RIJCOSX wB97M-V def2-TZVPD def2/J DEFGRID3
* xyz 0 1
C -4.4647 -2.5269 -2.1375
C -3.0473 -2.0398 -1.8738
C -3.0157 -0.5750 -1.4383
C -1.5681 -0.0892 -1.2765
O -0.7265 -0.3708 -2.1117
N -1.3222 0.7279 -0.2279
C 0.0211 1.2421 0.0350
C 0.3061 2.3932 -0.9284
C 1.7170 2.9879 -0.9151
C 2.8592 1.9605 -0.9100
C 3.4636 1.6791 0.4644
N 2.5689 1.0524 1.4303
C 2.5418 -0.2782 1.7024
O 1.7126 -0.7709 2.4464
C 3.5946 -1.1328 1.0538
S 5.2002 -1.2487 1.6552
C 5.6637 -2.3667 0.4258
C 7.0378 -2.9529 0.3985
C 4.6362 -2.6010 -0.4270
C 3.4572 -1.8849 -0.0632
Cl 2.0008 -1.9436 -0.9830
C 1.5196 1.8628 2.0430
C 0.1094 1.5616 1.5214
N -3.8677 -0.2804 -0.2988
C -4.8199 0.8197 -0.3249
C -5.2411 0.9838 1.1444
C -4.9164 -0.3678 1.7858
C -3.8597 -0.9759 0.8784
O -3.1412 -1.9179 1.1354
H -4.4541 -3.5529 -2.5054
H -5.0685 -2.5107 -1.2285
H -4.9659 -1.9091 -2.8879
H -2.5705 -2.6563 -1.1135
H -2.4397 -2.1109 -2.7751
H -3.4227 0.0211 -2.2633
H -2.0100 0.7779 0.5034
H 0.7098 0.4232 -0.1831
H 0.1126 2.0031 -1.9299
H -0.4300 3.1848 -0.7503
H 1.8045 3.6088 -1.8089
H 1.8441 3.6772 -0.0758
H 2.5265 1.0210 -1.3621
H 3.6786 2.3249 -1.5351
H 4.3407 1.0470 0.3492
H 3.8082 2.6200 0.9061
H 7.1339 -3.6211 -0.4560
H 7.8020 -2.1794 0.3119
H 7.2449 -3.5275 1.3022
H 4.6951 -3.2626 -1.2789
H 1.5262 1.6869 3.1200
H 1.7922 2.9030 1.8777
H -0.5422 2.4099 1.7634
H -0.2635 0.6897 2.0611
H -4.3482 1.7183 -0.7287
H -5.6724 0.5756 -0.9680
H -4.6585 1.7774 1.6141
H -6.2908 1.2561 1.2311
H -4.5273 -0.3004 2.7993
H -5.7744 -1.0424 1.8072
*
```

natural (NBO) atomic charge list, values in e, 2 entries:
1. C -0.605
2. C -0.411

***

Of them, (i) has the highest stability.

***

(i)
Below is the molecule C21H24N2O5S, with properties calculated with the ωB97M-V functional and the def2-TZVPD basis.

Kohn-Sham gap, eV: 8.352
E_LUMO, eV: 0.5

The geometry in ORCA input format:
```
! RIJCOSX wB97M-V def2-TZVPD def2/J DEFGRID3
* xyz 0 1
C 5.1705 2.2434 4.5974
O 3.8480 1.8480 4.8668
C 3.0264 1.5652 3.8184
C 1.7138 1.2165 4.1448
C 0.7950 0.9004 3.1693
C 1.1650 0.9311 1.8247
N 0.2940 0.5640 0.7929
C -1.0813 0.5308 0.8308
O -1.7388 0.8690 1.7924
C -1.6658 0.0148 -0.4275
C -1.2106 -1.1116 -1.0703
N -0.2131 -1.9684 -0.6308
C 0.2480 -3.0015 -1.3846
O -0.2330 -3.2762 -2.4622
C 1.4284 -3.7363 -0.7728
C 2.7379 -2.9976 -1.1099
C 2.7254 -1.6233 -0.4892
O 2.3738 -0.6163 -1.0504
O 3.0969 -1.6408 0.7890
S -2.0843 -1.4591 -2.5131
C -3.0983 -0.0720 -2.2454
C -2.7756 0.5999 -1.1063
C -3.4793 1.8406 -0.6568
C -3.3594 2.9787 -1.6751
C -4.2882 2.8294 -2.8798
C -3.9333 1.6852 -3.8283
C -4.1577 0.2928 -3.2265
C 2.4719 1.2858 1.4956
C 3.3978 1.5994 2.4795
H 5.7318 1.4532 4.0872
H 5.6242 2.4348 5.5683
H 5.2029 3.1585 3.9972
H 1.4349 1.2021 5.1860
H -0.2162 0.6470 3.4386
H 0.7341 0.4748 -0.1168
H 0.1757 -1.7764 0.2820
H 1.4685 -4.7349 -1.2078
H 1.3151 -3.8190 0.3094
H 3.5815 -3.5611 -0.7117
H 2.8285 -2.8967 -2.1916
H 3.0520 -0.7447 1.1877
H -3.0607 2.1549 0.2989
H -4.5372 1.6157 -0.4962
H -3.6073 3.9163 -1.1718
H -2.3248 3.0507 -2.0178
H -5.3129 2.6936 -2.5245
H -4.2615 3.7626 -3.4489
H -2.8909 1.7768 -4.1402
H -4.5568 1.7769 -4.7207
H -4.1635 -0.4506 -4.0254
H -5.1368 0.2699 -2.7378
H 2.7592 1.3546 0.4553
H 4.3968 1.8772 2.1821
*
```

natural (NBO) atomic charge list, values in e, 2 entries:
1. C -0.252
2. O -0.490

***

(ii)
Below is the molecule C21H24N2O5S, with properties calculated with the ωB97M-V functional and the def2-TZVPD basis.

Kohn-Sham gap, eV: 9.210
E_LUMO, eV: 0.5

The geometry in ORCA input format:
```
! RIJCOSX wB97M-V def2-TZVPD def2/J DEFGRID3
* xyz 0 1
C -0.5532 3.1029 -5.8621
C -1.1998 1.7878 -5.5474
C -0.9986 0.6917 -6.3785
C -1.5860 -0.5256 -6.0880
C -2.3792 -0.6661 -4.9627
C -2.5952 0.4156 -4.1203
C -3.4104 0.2596 -2.8677
C -2.5296 -0.2405 -1.7132
N -1.4757 0.7031 -1.4250
C -1.2442 1.1837 -0.1967
O -1.9517 0.9447 0.7656
C -0.0433 2.1202 -0.0787
C 0.7422 1.7344 1.1586
S 1.6012 0.1488 0.8196
O 0.8590 -0.5848 -0.1749
O 2.9645 0.4680 0.4848
C 1.5988 -0.6974 2.4082
C 2.7357 -0.4985 3.1713
C 2.8274 -1.0422 4.4411
C 1.7439 -1.7770 4.9387
C 0.6183 -1.9744 4.1542
C 0.5181 -1.4402 2.8726
C -0.7076 -1.6681 2.0557
N 1.8198 -2.2656 6.2409
C 2.9571 -2.2443 6.9828
O 2.9978 -2.6270 8.1275
C 4.1848 -1.7603 6.2194
O 3.9333 -0.8104 5.2034
C -1.9990 1.6334 -4.4240
H -0.7750 3.4015 -6.8853
H -0.9015 3.8816 -5.1880
H 0.5297 3.0224 -5.7679
H -0.3804 0.7976 -7.2582
H -1.4259 -1.3700 -6.7424
H -2.8372 -1.6188 -4.7391
H -3.8534 1.2160 -2.5853
H -4.2127 -0.4619 -3.0272
H -3.1187 -0.3469 -0.8001
H -2.0896 -1.2091 -1.9725
H -0.7909 0.8400 -2.1516
H -0.4181 3.1426 0.0200
H 0.5959 2.0547 -0.9589
H 0.0734 1.5720 2.0004
H 1.5202 2.4477 1.4119
H 3.5516 0.0738 2.7627
H -0.2036 -2.5484 4.5566
H -0.4363 -1.9702 1.0477
H -1.3356 -2.4296 2.5106
H -1.2886 -0.7501 1.9614
H 0.9865 -2.6527 6.6651
H 4.6701 -2.6528 5.7903
H 4.8812 -1.2917 6.9175
H -2.1696 2.4807 -3.7732
*
```

natural (NBO) atomic charge list, values in e, 2 entries:
1. C -0.628
2. C -0.022

***

Of them, (i) has the highest stability.